# C42H61GeN9OS2SiTi

A structure of composition C42H61GeN9OS2SiTi at a distorted geometry (ωB97M-V with the def2-TZVPD basis set, OMol25).

Element x y z (Å)
Ti (-0.06, -0.34, -0.15)
O (0.12, -0.10, 1.95)
S (0.92, -0.34, 3.26)
C (-0.31, -0.90, 4.48)
C (-0.27, 0.11, 5.62)
C (-0.09, 1.48, 4.98)
C (1.09, 1.31, 4.02)
H (-0.07, -1.92, 4.76)
H (-1.25, -0.89, 3.93)
H (0.57, -0.11, 6.29)
H (-1.19, 0.04, 6.21)
H (0.12, 2.25, 5.71)
H (-0.99, 1.76, 4.42)
H (2.04, 1.29, 4.56)
H (1.14, 2.04, 3.22)
S (4.46, 0.14, 0.57)
C (4.22, -1.05, -0.62)
C (2.90, -1.19, -0.87)
N (2.08, -0.35, -0.14)
C (2.80, 0.40, 0.67)
H (5.04, -1.60, -1.06)
H (2.48, -1.91, -1.56)
H (2.38, 1.13, 1.34)
N (-4.71, 1.08, 2.25)
C (-4.08, 0.36, 1.31)
C (-2.69, 0.42, 1.13)
N (-2.09, -0.30, 0.17)
C (-2.85, -1.13, -0.57)
C (-4.22, -1.18, -0.37)
N (-4.83, -0.44, 0.54)
H (-4.25, 1.73, 2.86)
H (-5.72, 1.00, 2.31)
H (-2.07, 1.04, 1.76)
H (-2.37, -1.74, -1.32)
H (-4.83, -1.85, -0.97)
N (-1.84, 4.86, 0.76)
N (-0.83, 3.98, 0.46)
N (0.43, 4.34, 0.50)
C (1.04, 3.19, 0.23)
N (0.16, 2.20, 0.05)
N (-1.05, 2.73, 0.21)
H (-1.50, 5.81, 0.74)
H (-2.68, 4.67, 0.24)
H (2.11, 3.11, 0.14)
C (-2.24, -4.06, 4.43)
C (-2.85, -3.15, 3.58)
C (-2.20, -2.74, 2.43)
C (-0.95, -3.26, 2.08)
C (-0.35, -4.18, 2.94)
C (-0.99, -4.58, 4.11)
Ge (-0.10, -3.00, 0.30)
C (-1.20, -4.15, -0.87)
C (-0.65, -4.90, -1.91)
C (-1.43, -5.78, -2.65)
C (-2.78, -5.93, -2.35)
C (-3.34, -5.20, -1.32)
C (-2.56, -4.32, -0.58)
C (1.70, -3.73, 0.57)
C (2.15, -4.91, -0.04)
C (3.40, -5.44, 0.29)
C (4.20, -4.82, 1.23)
C (3.75, -3.66, 1.87)
C (2.52, -3.13, 1.53)
H (-2.75, -4.39, 5.34)
H (-3.83, -2.76, 3.82)
H (-2.69, -2.02, 1.79)
H (0.61, -4.62, 2.70)
H (-0.52, -5.30, 4.76)
H (0.40, -4.79, -2.17)
H (-0.98, -6.36, -3.44)
H (-3.38, -6.63, -2.92)
H (-4.39, -5.32, -1.07)
H (-3.01, -3.79, 0.25)
H (1.53, -5.44, -0.73)
H (3.73, -6.35, -0.19)
H (5.17, -5.24, 1.48)
H (4.36, -3.19, 2.63)
H (2.18, -2.25, 2.05)
C (-1.48, -2.02, -4.02)
C (-0.09, -1.41, -4.20)
C (0.18, -1.22, -5.71)
C (0.94, -2.42, -3.65)
Si (0.10, 0.32, -3.38)
C (-1.41, 1.53, -3.65)
C (-1.77, 1.46, -5.15)
C (-1.08, 2.98, -3.26)
C (-2.66, 1.15, -2.84)
C (1.78, 1.18, -3.86)
C (1.59, 1.93, -5.19)
C (2.21, 2.18, -2.78)
C (2.94, 0.20, -4.07)
H (-1.55, -2.92, -4.65)
H (-2.28, -1.35, -4.34)
H (-1.66, -2.35, -3.00)
H (0.12, -2.20, -6.18)
H (1.17, -0.81, -5.93)
H (-0.57, -0.59, -6.19)
H (0.77, -3.39, -4.13)
H (0.82, -2.56, -2.57)
H (1.97, -2.13, -3.87)
H (-0.93, 1.68, -5.81)
H (-2.54, 2.22, -5.33)
H (-2.19, 0.50, -5.43)
H (-0.31, 3.43, -3.89)
H (-0.76, 3.06, -2.22)
H (-1.98, 3.58, -3.39)
H (-2.97, 0.11, -3.00)
H (-3.48, 1.79, -3.15)
H (-2.50, 1.31, -1.77)
H (0.90, 2.76, -5.13)
H (1.27, 1.27, -6.00)
H (2.56, 2.34, -5.47)
H (1.47, 2.97, -2.61)
H (3.14, 2.67, -3.10)
H (2.41, 1.69, -1.83)
H (2.79, -0.45, -4.93)
H (3.14, -0.42, -3.20)
H (3.84, 0.78, -4.27)

Calculated values
total charge = +3
⟨S²⟩ = 0.848
E = -169155.503 eV
LUMO energy (spin up / spin down) = -9.693 / -10.214 eV
ΔE to the lowest compared entry with this formula, charge and spin = 30.9 kcal/mol
multiplicity = 2
E_HOMO (spin up / spin down) = -15.5 / -15.4 eV

Atom charges from the Mulliken analysis, given in e for atoms 1 to 2: 0.964, -0.875